1.
61
Properties=species:S:1:pos:R:3:forces:R:3 method="wB97M-V/def2-TZVPD" total_charge=+3 total_energy_ha=-1708.034003
W -0.328 0.122 -0.515 0.02 -0.15 -0.53
N -0.274 0.370 1.657 0.03 -0.10 -0.03
C 0.414 1.632 2.027 0.02 0.05 0.05
C 1.671 1.663 1.181 -0.16 -0.03 -0.02
O 2.734 2.067 1.498 0.05 0.01 -0.03
N 1.411 1.080 -0.127 0.16 0.17 0.26
C 2.596 0.324 -0.655 0.00 -0.05 0.00
C 1.673 -0.868 -0.870 0.03 0.08 0.18
O 0.886 -0.699 -1.897 -0.05 0.02 -0.09
O 1.103 -1.441 0.100 0.01 -0.06 0.01
H 0.249 -0.427 2.032 -0.04 0.01 0.07
H -1.225 0.315 2.044 0.02 0.01 0.05
H -0.225 2.486 1.795 -0.01 -0.01 0.04
H 0.659 1.652 3.087 0.06 0.03 -0.02
H 2.989 0.721 -1.585 0.00 0.01 0.01
H 3.363 0.199 0.105 0.01 0.01 -0.01
O -2.137 1.014 -0.027 0.02 0.14 0.24
C -3.422 0.096 0.285 0.01 0.00 -0.03
C -2.941 -1.208 -0.369 -0.01 0.07 0.09
O -3.543 -2.072 -0.857 -0.04 0.06 -0.01
O -1.488 -1.279 -0.292 -0.01 -0.20 0.00
C -4.579 0.697 -0.445 -0.01 -0.02 0.08
C -4.419 1.391 -1.648 -0.04 -0.01 -0.06
C -5.531 1.866 -2.322 0.03 0.01 -0.02
C -6.805 1.618 -1.827 -0.01 -0.01 0.02
C -6.968 0.901 -0.650 0.01 0.01 -0.01
C -5.860 0.448 0.049 -0.02 0.05 0.02
C -3.509 -0.016 1.771 0.07 -0.17 0.00
C -3.959 1.083 2.509 0.02 0.05 0.03
C -3.996 1.016 3.891 0.00 0.02 0.00
C -3.603 -0.147 4.547 0.01 -0.02 -0.01
C -3.170 -1.249 3.819 -0.01 0.00 -0.01
C -3.115 -1.187 2.433 -0.05 0.00 0.02
H -2.430 1.931 -0.167 -0.04 -0.03 -0.25
H -3.437 1.574 -2.073 0.01 -0.02 0.01
H -5.407 2.426 -3.239 -0.01 0.00 0.00
H -7.672 1.982 -2.361 0.00 0.00 0.00
H -7.959 0.698 -0.269 0.00 0.00 0.00
H -5.998 -0.111 0.965 0.01 0.00 0.00
H -4.300 1.981 2.007 0.00 -0.01 -0.03
H -4.352 1.866 4.459 0.00 -0.01 0.01
H -3.653 -0.202 5.626 0.00 0.01 0.00
H -2.897 -2.165 4.326 0.00 0.00 0.00
H -2.817 -2.076 1.887 0.01 0.02 -0.01
C -1.288 -0.365 -3.976 -0.01 0.01 0.04
C -0.791 0.932 -3.443 0.07 0.04 -0.10
O -0.795 1.072 -2.122 -0.13 0.03 0.04
C -0.380 2.013 -4.225 -0.02 -0.02 0.06
C 0.098 3.214 -3.630 0.01 0.02 -0.02
C 0.507 4.252 -4.422 0.01 0.03 0.01
C 0.447 4.126 -5.817 -0.01 -0.04 0.01
C -0.020 2.958 -6.425 0.01 0.02 0.01
C -0.431 1.909 -5.643 -0.01 -0.02 -0.04
H -1.511 -1.067 -3.176 -0.01 -0.02 -0.03
H -0.554 -0.814 -4.647 0.01 0.00 0.01
H -2.199 -0.198 -4.556 0.00 0.00 0.00
H 0.141 3.306 -2.553 0.00 0.00 0.00
H 0.874 5.170 -3.984 0.00 0.00 0.01
H 0.772 4.953 -6.436 0.00 0.00 -0.01
H -0.055 2.886 -7.503 0.00 -0.01 0.00
H -0.794 1.004 -6.112 0.00 0.00 -0.01

---

2.
61
Properties=species:S:1:pos:R:3:forces:R:3 method="wB97M-V/def2-TZVPD" smiles="CCOC(=O)N1CCN(C(=O)Nc2ccc3nc(-c4ccccn4)c(-c4ccccn4)nc3c2)CC1" total_energy_ha=-1614.864727
C -0.126 -3.233 0.002 -0.43 -0.05 0.01
C -1.455 -3.970 0.090 0.53 -0.23 0.22
H -1.553 -4.460 1.064 -0.03 0.01 -0.20
H -1.552 -4.707 -0.710 -0.02 0.06 0.11
O -2.557 -3.084 -0.098 -0.27 0.27 -0.04
C -2.891 -2.327 0.965 -0.21 -0.11 -0.04
O -2.390 -2.416 2.062 0.36 -0.13 0.28
N -3.903 -1.475 0.660 -0.01 0.04 -0.14
C -4.265 -0.444 1.605 0.11 0.20 0.19
H -5.343 -0.470 1.791 0.08 0.02 0.06
H -3.741 -0.659 2.538 -0.14 0.10 -0.11
C -3.828 0.915 1.060 0.13 0.01 0.50
N -4.361 1.097 -0.279 0.09 -0.15 -0.07
C -4.307 2.262 -0.968 -0.05 0.07 0.08
O -5.022 2.513 -1.916 -0.17 0.16 -0.27
N -3.403 3.215 -0.473 -0.28 0.41 0.10
C -2.039 3.021 -0.295 0.50 -0.57 -0.13
C -1.405 1.842 -0.627 -0.19 0.41 -0.07
C -0.033 1.688 -0.378 0.33 0.58 0.34
N 0.565 0.505 -0.633 0.17 -0.41 -0.14
C 1.852 0.402 -0.423 -0.23 0.58 0.06
C 2.621 1.522 0.030 -0.76 0.21 0.02
N 2.041 2.658 0.344 0.42 -0.12 0.02
C 0.714 2.768 0.169 -0.36 -0.49 -0.30
C 0.049 3.972 0.481 -0.23 0.04 -0.09
C -1.290 4.089 0.256 0.19 0.05 0.08
H -1.805 5.009 0.491 -0.04 0.10 0.07
H 0.626 4.787 0.889 0.06 0.09 0.04
C 4.081 1.463 0.145 0.72 0.24 0.30
N 4.712 0.531 -0.564 -0.27 0.20 -0.21
C 6.025 0.459 -0.486 0.44 0.01 0.03
C 6.792 1.306 0.301 -0.08 0.03 0.02
C 6.140 2.285 1.036 0.00 -0.09 -0.07
C 4.762 2.371 0.959 -0.06 -0.14 -0.08
H 4.202 3.113 1.505 -0.02 0.06 0.04
H 6.698 2.971 1.657 0.02 0.04 0.04
H 7.866 1.205 0.333 0.08 -0.03 -0.01
H 6.481 -0.317 -1.087 0.14 -0.03 -0.02
C 2.480 -0.921 -0.608 0.10 -0.77 0.21
N 2.429 -1.461 -1.816 -0.33 0.52 -0.08
C 2.989 -2.643 -1.996 0.17 -0.35 -0.04
C 3.611 -3.360 -0.987 0.02 0.07 0.04
C 3.636 -2.808 0.286 -0.05 0.06 0.00
C 3.061 -1.568 0.485 -0.22 -0.12 -0.18
H 3.057 -1.103 1.459 0.02 0.06 0.08
H 4.097 -3.337 1.107 0.02 -0.03 0.05
H 4.058 -4.322 -1.187 0.02 -0.07 -0.05
H 2.931 -3.032 -3.005 0.04 -0.12 -0.05
H -1.928 1.029 -1.105 -0.08 -0.12 0.02
H -3.660 4.156 -0.744 -0.04 -0.22 -0.07
C -5.142 0.006 -0.825 -0.06 -0.22 -0.25
H -5.343 0.239 -1.872 -0.03 -0.11 0.17
C -4.354 -1.295 -0.709 -0.11 -0.08 -0.37
H -4.981 -2.141 -1.008 0.04 0.11 -0.09
H -3.485 -1.270 -1.375 -0.16 0.04 0.00
H -6.104 -0.078 -0.308 0.03 0.03 -0.10
H -2.732 0.939 1.046 -0.19 -0.03 0.11
H -4.179 1.721 1.713 0.06 -0.08 -0.01
H 0.693 -3.945 0.063 0.13 -0.07 0.00
H -0.039 -2.527 0.824 0.05 0.04 0.06
H -0.051 -2.685 -0.934 0.05 0.04 -0.10

---

3.
52
Properties=species:S:1:pos:R:3:forces:R:3 method="wB97M-V/def2-TZVPD" total_charge=+1 total_energy_ha=-1080.693597
C -2.882 4.609 2.915 -0.16 0.16 0.27
C -2.612 3.823 1.664 0.14 -1.39 0.15
C -2.525 4.537 0.349 0.00 0.25 -0.33
C -2.468 2.473 1.734 0.02 1.40 0.65
C -2.163 1.626 0.619 0.34 -1.36 -0.40
C -1.907 0.303 0.782 -0.35 0.98 -0.37
H -2.787 5.685 2.740 0.01 -0.21 0.10
H -3.900 4.420 3.286 0.21 0.09 -0.12
H -2.193 4.317 3.722 -0.18 0.12 -0.24
H -2.513 5.625 0.484 0.04 -0.27 -0.08
H -1.627 4.240 -0.211 -0.20 0.19 0.14
H -3.389 4.286 -0.284 0.15 0.13 0.12
H -2.573 1.980 2.709 0.10 0.19 -0.30
H -2.131 2.074 -0.385 -0.15 -0.33 0.41
H -1.816 -0.362 -0.073 0.07 0.10 0.21
H -1.880 -0.119 1.786 -0.13 -0.05 -0.23
C 0.555 -7.126 -0.200 -0.06 0.18 0.09
O 0.345 -6.104 0.807 -0.08 1.06 -0.59
C 0.312 -4.801 0.432 0.24 -0.67 -0.18
C 0.164 -3.838 1.463 -0.04 -0.09 -0.09
C 0.234 -2.499 1.164 0.16 -0.28 0.14
C 0.452 -2.056 -0.162 -0.10 0.44 -0.18
C 0.705 -0.672 -0.452 0.03 -1.08 -0.11
C 0.531 -0.050 -1.749 0.33 1.09 -0.50
C 1.268 1.182 -1.757 -0.53 -0.88 -1.18
C 1.453 1.895 -2.930 -0.04 -0.19 0.66
C 0.879 1.402 -4.109 -0.35 -0.52 0.10
C 0.064 0.254 -4.082 0.18 0.39 -0.13
C -0.147 -0.462 -2.899 0.15 0.13 0.17
C 1.857 1.359 -0.440 0.50 -0.59 1.31
C 1.490 0.226 0.371 0.35 1.41 -0.09
C 2.013 0.106 1.657 -0.02 0.09 -0.24
C 2.924 1.070 2.100 0.17 0.36 -0.07
C 3.320 2.141 1.281 -0.26 -0.51 0.35
C 2.770 2.299 0.001 -0.41 -0.29 -0.25
C 0.513 -3.030 -1.192 -0.13 0.00 -0.04
C 0.451 -4.381 -0.912 -0.07 -0.12 0.40
H 0.511 -8.056 0.364 0.02 0.08 -0.18
H -0.235 -7.112 -0.967 0.18 0.04 0.35
H 1.539 -7.021 -0.681 -0.28 0.06 0.25
H 0.012 -4.179 2.484 -0.01 0.02 -0.23
H 0.096 -1.759 1.950 -0.04 -0.29 -0.17
H 2.065 2.795 -2.907 -0.16 -0.15 -0.24
H 1.073 1.911 -5.053 -0.17 -0.14 0.25
H -0.400 -0.086 -5.005 0.06 0.10 0.23
H -0.828 -1.312 -2.864 0.22 0.19 -0.17
H 1.719 -0.721 2.299 0.33 0.24 -0.07
H 3.344 0.977 3.101 -0.08 0.05 -0.28
H 4.074 2.844 1.634 -0.24 -0.17 -0.02
H 3.055 3.115 -0.660 0.07 -0.14 0.29
H 0.665 -2.708 -2.219 0.09 -0.14 0.28
H 0.525 -5.125 -1.704 0.05 0.35 0.18

---

4.
60
Properties=species:S:1:pos:R:3:forces:R:3 method="wB97M-V/def2-TZVPD" total_charge=+1 total_energy_ha=-2054.801109
Be -0.161 0.154 0.320 0.02 0.05 -0.12
C 3.971 -0.705 -0.847 -0.02 -0.05 0.02
C 3.398 -1.458 0.292 0.01 0.00 -0.03
N 3.808 -2.592 0.756 -0.01 0.01 0.01
N 2.981 -2.861 1.808 0.00 0.00 0.00
C 2.053 -1.921 2.032 0.01 -0.02 0.03
S 0.893 -1.805 3.231 -0.05 0.03 -0.01
N 2.315 -1.025 1.035 0.12 0.01 -0.08
N 1.597 0.171 0.870 -0.08 0.10 -0.05
H 4.785 -1.287 -1.271 0.01 0.00 0.01
H 4.365 0.260 -0.523 0.01 -0.01 0.00
H 3.224 -0.521 -1.624 0.06 -0.03 0.07
H 3.121 -3.686 2.368 0.00 -0.01 0.00
H 2.102 0.750 0.193 0.05 -0.03 0.03
H 1.607 0.672 1.762 -0.05 -0.05 0.05
C 4.021 2.230 -3.021 -0.01 -0.03 -0.01
C 3.347 2.797 -1.948 -0.02 0.01 0.02
C 2.061 2.380 -1.633 -0.01 -0.05 0.04
C 1.432 1.383 -2.388 0.04 -0.11 -0.06
C 2.117 0.821 -3.463 -0.11 0.11 -0.07
C 3.400 1.247 -3.779 0.01 0.05 -0.01
P -0.208 0.810 -1.809 0.11 0.07 0.05
C -0.993 -0.081 -3.177 -0.01 -0.04 0.04
C -0.409 -1.277 -3.607 0.02 -0.01 0.03
C -0.990 -2.022 -4.618 -0.01 -0.02 -0.01
C -2.178 -1.594 -5.197 0.00 0.00 0.00
C -2.779 -0.426 -4.757 0.00 0.01 0.01
C -2.193 0.330 -3.750 0.01 0.01 0.03
C -1.083 2.345 -1.449 -0.03 0.00 0.00
C -1.408 3.290 -2.389 0.00 -0.02 -0.03
C -2.040 4.486 -1.998 0.01 -0.02 -0.02
C -2.306 4.717 -0.677 0.00 0.01 0.03
C -1.944 3.781 0.321 -0.01 0.03 0.00
C -2.167 4.028 1.698 0.00 0.01 -0.01
C -1.765 3.119 2.632 0.01 -0.01 0.02
C -1.127 1.920 2.234 0.00 -0.01 -0.02
C -0.896 1.606 0.913 0.01 -0.01 0.02
C -1.320 2.569 -0.059 -0.02 0.01 0.00
H 5.018 2.563 -3.274 0.00 0.00 0.00
H 3.813 3.579 -1.363 0.00 0.01 0.00
H 1.529 2.854 -0.814 -0.02 0.04 -0.02
H 1.644 0.069 -4.080 0.01 0.02 0.00
H 3.911 0.815 -4.629 0.00 0.00 0.00
H 0.507 -1.634 -3.146 -0.02 0.00 0.01
H -0.523 -2.941 -4.948 0.00 0.00 0.00
H -2.637 -2.177 -5.984 0.00 0.00 0.00
H -3.713 -0.098 -5.194 0.00 0.00 0.00
H -2.682 1.229 -3.405 0.00 0.03 0.00
H -1.177 3.127 -3.435 -0.01 0.00 -0.01
H -2.308 5.220 -2.746 0.01 0.00 -0.01
H -2.788 5.639 -0.373 0.00 0.00 0.00
H -2.652 4.950 1.994 0.00 0.00 0.00
H -1.931 3.314 3.684 0.00 0.00 0.00
H -0.826 1.226 3.015 -0.01 0.00 0.01
C -0.751 -2.522 -0.103 -0.03 -0.01 -0.03
O -0.769 -1.317 0.687 -0.03 -0.04 0.07
H -1.570 -3.163 0.214 0.01 0.00 0.01
H 0.198 -3.044 0.017 0.01 0.01 -0.01
H -0.896 -2.230 -1.139 0.00 -0.01 0.00
H -0.545 -1.529 1.630 0.01 -0.03 0.01

---

Taking the records one at a time from the top gives LUMO level values of -12.4564, -0.3810, -5.5557, -2.2401 eV.
Taking the records one at a time from the top gives HOMO-LUMO gap values of 5.1, 7.9, 4.8, 8.4 eV.
Taking the records one at a time from the top gives energy relative to the best compared isomer or geometry (same formula, charge and spin) values of 0.0, 3.3, 1.1, 1.5 kcal per mole.